{
  "formula": "C16H26ClN3O8",
  "method": "ωB97M-V/def2-TZVPD",
  "symbols": ["C", "C", "N", "C", "C", "C", "C", "C", "O", "C", "N", "C", "O", "C", "C", "C", "O", "C", "O", "C", "C", "O", "N", "Cl", "H", "H", "H", "H", "H", "H", "H", "H", "H", "H", "H", "H", "H", "H", "H", "H", "H", "H", "H", "H", "H", "H", "H", "H", "H", "C", "O", "O", "O", "H"],
  "positions_angstrom": [[-1.155, 3.080, 1.581], [-1.394, 3.064, 0.028], [-2.226, 3.903, -0.478], [-0.635, 2.101, -0.971], [-0.321, 0.687, -0.404], [1.098, 0.288, -0.280], [2.302, 1.196, -0.687], [2.742, 0.780, -2.172], [4.124, 0.434, -2.235], [2.365, 1.849, -3.278], [1.679, 1.140, -4.399], [1.455, -1.080, 0.239], [2.779, -1.417, 0.319], [0.340, -1.975, 0.595], [-1.048, -1.510, 0.430], [-2.159, -2.551, 0.799], [-2.027, -3.036, 2.145], [-2.856, -4.201, 2.277], [-4.248, -3.915, 2.198], [-4.639, -2.853, 3.086], [-5.224, -1.594, 2.304], [-4.541, -0.381, 2.662], [-1.325, -0.229, -0.042], [-2.963, 0.281, -0.208], [-1.306, 2.037, 1.961], [-0.094, 3.450, 1.721], [-1.847, 3.826, 2.041], [-2.257, 3.799, -1.501], [-1.310, 1.979, -1.872], [0.267, 2.651, -1.344], [2.111, 2.292, -0.570], [3.161, 0.937, 0.002], [2.157, -0.156, -2.427], [4.191, -0.394, -2.748], [3.289, 2.395, -3.614], [1.648, 2.625, -2.891], [0.670, 1.287, -4.362], [2.046, 1.429, -5.305], [3.065, -1.456, 1.255], [0.586, -2.998, 0.967], [-1.973, -3.441, 0.117], [-3.200, -2.200, 0.589], [-2.656, -4.748, 3.246], [-2.647, -4.959, 1.461], [-5.506, -3.252, 3.697], [-3.853, -2.559, 3.835], [-6.319, -1.466, 2.551], [-5.172, -1.727, 1.186], [-3.622, -0.574, 2.915], [7.693, 1.536, -0.889], [7.643, 0.904, -1.979], [6.454, 1.565, -0.262], [8.630, 2.105, -0.321], [6.028, 1.051, -0.969]],
  "orbital_gap_ev": 2.9831,
  "e_lumo_ha": -0.09861,
  "total_energy_ha": -1851.381949,
  "max_force_ha_per_bohr": 0.0595,
  "e_homo_ev": -5.7
}